A molecular structure, C39H36BrF4N2O6PTeV in a non-equilibrium geometry, computed with ωB97M-V/def2-TZVPD.

Its max |F| is 1.12 eV/A. The value obtained for the total energy is -179476.386 eV. For the frontier orbital gap (alpha / beta), the calculation gives 3.345 / 3.335 eV. As for the expectation value of S²: 0.82. The calculation puts the relative energy (zero: lowest compared OMol25 entry of this formula, charge and spin) at 0.0 kJ/mol. As for the spin multiplicity: 2. The calculation puts the highest occupied orbital energy (alpha / beta) at 0.52 / 0.53 eV. Its net charge is -2.

Each line ends with the Löwdin charge.
CARTESIAN COORDINATES (ANGSTROEM)
V: 0.603034 -0.083355 -0.707250  0.67
O: 5.995358 2.211071 0.880591  -0.01
C: 4.751785 1.661835 0.559572  -0.31
C: 4.660134 0.534419 -0.306666  0.04
C: 3.435021 0.033743 -0.616920  -0.19
N: 2.291621 0.566492 -0.109710  -0.02
C: 2.378206 1.616277 0.791601  -0.20
C: 3.609132 2.184433 1.117259  0.04
C: 1.065533 1.919165 1.358932  -0.65
O: 0.845673 2.866433 2.136059  -0.15
O: 0.146398 1.085349 0.942128  -0.18
C: 3.170847 -1.228083 -1.397496  -0.61
O: 4.066242 -1.873320 -1.929084  0.01
O: 1.910313 -1.555362 -1.382491  -0.20
H: 6.650000 1.755383 0.344735  0.08
H: 5.533990 0.034816 -0.713017  0.12
H: 3.639043 3.009042 1.817388  0.13
F: -0.789318 -7.572038 -0.727570  0.11
C: -0.508158 -6.325407 -0.338817  -0.14
C: 0.170705 -6.106928 0.845833  -0.14
F: 0.541082 -7.142834 1.605495  0.11
C: 0.445974 -4.807070 1.237778  -0.22
F: 1.064046 -4.678366 2.415700  0.10
C: 0.086341 -3.703339 0.475775  -0.26
P: 0.453696 -1.973746 1.054839  1.10
C: -0.593896 -2.019996 2.564296  -0.31
C: -1.961889 -1.878446 2.340196  -0.09
C: -2.857684 -1.924281 3.397866  -0.09
C: -2.394550 -2.101739 4.694211  -0.11
C: -1.033207 -2.243765 4.923055  -0.09
C: -0.136695 -2.210150 3.864063  -0.08
C: 2.154097 -2.056356 1.693908  -0.35
C: 3.128117 -2.908320 1.188979  -0.09
C: 4.451415 -2.767727 1.579845  -0.08
C: 4.817757 -1.765014 2.464531  -0.10
C: 3.857251 -0.881673 2.940179  -0.08
C: 2.536104 -1.020117 2.551612  -0.11
C: -0.629033 -3.947050 -0.705006  -0.56
Br: -1.297034 -2.575448 -1.799368  0.91
C: -0.911887 -5.246168 -1.103184  -0.27
F: -1.590487 -5.500472 -2.224731  0.06
H: -2.322919 -1.679901 1.338479  0.09
H: -3.916421 -1.796979 3.207219  0.10
H: -3.090949 -2.121408 5.523904  0.09
H: -0.662910 -2.383264 5.931622  0.09
H: 0.921292 -2.340555 4.051776  0.10
H: 2.867735 -3.656500 0.450080  0.11
H: 5.201330 -3.421810 1.154058  0.10
H: 5.856179 -1.640984 2.746273  0.09
H: 4.140943 -0.054024 3.577575  0.11
H: 1.801782 -0.292510 2.881333  0.11
C: -4.357575 1.601395 1.601895  -0.16
C: -5.038706 1.396471 0.247868  -0.17
C: -4.226175 0.247419 -0.361725  -0.21
O: -2.981747 0.220373 0.320226  -0.19
C: -2.907755 1.298929 1.256391  -0.21
H: -4.733683 0.881678 2.335069  0.10
H: -4.488463 2.607372 2.000861  0.11
H: -4.928129 2.297387 -0.358519  0.10
H: -6.101851 1.161487 0.322616  0.10
H: -4.051978 0.384755 -1.432569  0.11
H: -4.722532 -0.721084 -0.218073  0.11
H: -2.415152 2.162891 0.804841  0.06
H: -2.292303 0.974469 2.093554  0.12
C: -1.770985 6.321379 -0.321929  -0.52
Te: -0.777817 4.917011 0.980498  1.16
C: 0.363812 4.089755 -0.620432  -0.42
H: -2.314613 5.792080 -1.102300  -0.03
H: -1.051469 7.000856 -0.774112  -0.02
H: -2.478494 6.899629 0.272247  -0.03
H: 1.418544 4.239251 -0.415592  0.00
H: 0.072289 4.604723 -1.534078  0.01
H: 0.151176 3.028720 -0.723369  -0.02
C: 1.189795 -0.180741 -4.518873  -0.06
C: 0.033379 0.773543 -4.567420  -0.23
C: -0.466413 1.255230 -5.761615  -0.10
C: -1.526545 2.161188 -5.798414  -0.15
C: -2.078122 2.568396 -4.590937  -0.10
C: -1.612710 2.103868 -3.368842  -0.22
C: -2.260860 2.563855 -2.092326  -0.06
C: -0.529745 1.183698 -3.320004  -0.33
N: -0.035733 0.679434 -2.178952  -0.11
H: 1.519257 -0.451275 -5.525146  0.06
H: 0.938713 -1.086236 -3.961295  0.06
H: 2.031270 0.255386 -3.973861  0.08
H: -0.010610 0.921414 -6.690294  0.09
H: -1.908103 2.536261 -6.740555  0.07
H: -2.906049 3.273592 -4.591427  0.09
H: -3.337705 2.366958 -2.102832  0.06
H: -2.134279 3.638616 -1.931165  0.05
H: -1.823070 2.035916 -1.246845  0.04

Cartesian forces (eV/Å) of the 6 atoms listed first:
0.2 0.6 -0.5
-0.1 0.0 0.0
0.2 -0.5 -0.4
0.1 0.6 0.3
0.1 -0.5 -0.1
-0.5 0.3 0.2